# C40H112N8O16

A cluster of 12 separate species, C40H112N8O16 in total in a non-equilibrium geometry (ωB97M-V/def2-TZVPD, OMol25).

Results
**Gap between HOMO and LUMO**: 0.333 Ha
**Structure (SMILES)**: COC[C@H](C)N.COC[C@H](C)N.COC[C@H](C)N.COC[C@H](C)N.COC[C@H](C)N.COC[C@H](C)N.COC[C@H](C)N.COC[C@H](C)N.OCCO.OCCO.OCCO.OCCO
**E**: -87969.911 eV

Atoms and positions in Å:
O (4.026930, 0.526386, 2.853086)
O (2.841247, -0.227139, -4.908732)
O (-2.426874, 5.063299, 5.077469)
O (0.802232, -1.597256, -6.748980)
O (-2.403781, -5.328141, -0.400107)
O (-0.074369, -0.170762, -1.014387)
O (3.802973, -4.104870, -0.651706)
O (2.922139, 3.645193, -4.713493)
O (5.422666, -1.493231, -7.174052)
O (1.586889, 4.721438, 0.627037)
O (4.925153, -1.658301, 4.147894)
O (-1.572494, 0.175296, -6.661035)
O (-3.628628, 3.410689, -1.534918)
O (-5.460111, 2.030779, -3.000702)
O (-3.756270, 1.095596, 2.279684)
O (0.675032, -2.890976, 3.726731)
N (-0.984482, 0.501149, 2.490366)
N (2.204390, -1.956565, -1.253321)
N (4.596701, 3.433875, 2.237935)
N (0.741319, 1.732489, -7.037758)
N (-1.805828, 1.580793, 6.035496)
N (-4.246853, -7.562474, 0.831281)
N (-0.505856, -1.049247, 5.359146)
N (-5.932055, -1.069837, 4.202793)
C (2.969345, -4.317807, -1.754092)
C (-3.706007, -5.270060, 0.105242)
C (-3.931628, 2.190645, 1.458049)
C (2.339152, 4.092421, 1.631206)
C (4.170766, -0.384075, -5.454925)
C (-4.995670, 0.661626, 2.820232)
C (-0.421932, -1.941071, -6.120210)
C (0.016587, 3.150324, 5.370034)
C (-1.926676, -4.059816, -0.686596)
C (-0.915362, 0.030478, 0.116818)
C (-1.030757, -0.634290, -5.625591)
C (-1.425975, 3.031038, 5.818728)
C (1.737176, -2.868037, -3.443598)
C (1.298951, -2.640732, 5.002628)
C (1.920318, -3.223545, -2.025292)
C (1.358335, 4.074859, -7.080654)
C (3.801454, 4.175926, 1.230053)
C (1.936806, 2.695155, -5.103339)
C (-3.031157, 5.711691, 3.980393)
C (4.889168, -0.330773, 2.130105)
C (3.979762, 3.455792, -0.102160)
C (4.749425, -1.693140, 2.751587)
C (-4.681448, -0.595774, 3.588910)
C (0.227262, 1.019135, -1.699413)
C (-2.525277, 3.646871, 4.990676)
C (4.145740, -1.392036, -6.590422)
C (0.888317, -4.157711, 3.266485)
C (1.794536, 2.707602, -6.593271)
C (0.952952, -1.208536, 5.356122)
C (-4.494178, -6.518164, -0.152181)
C (-3.885830, 3.739109, -2.939885)
C (3.249284, -4.502414, 0.592377)
C (-5.977513, -6.237022, -0.330471)
C (1.148336, -0.180093, 1.572096)
C (-0.133428, 0.577511, 1.280686)
C (0.194505, 4.773545, 0.896614)
C (-4.071443, -1.709660, 2.692673)
C (2.780151, 4.031107, -3.349041)
C (1.489796, -0.804394, 6.723554)
C (-4.316100, 2.504067, -3.658723)
H (3.455694, 2.495865, -0.122808)
H (-0.085374, 4.471192, 1.910517)
H (-0.995720, 0.969128, -6.774897)
H (-1.764474, 0.677269, -0.116465)
H (0.912808, -1.305076, 7.500447)
H (4.104133, 5.222327, 1.131130)
H (5.541985, 3.309862, 1.889849)
H (1.236208, 4.063804, -8.170059)
H (1.773901, -4.652180, 3.693835)
H (-4.585620, 2.708562, -4.704251)
H (-4.122774, -2.696849, 3.151050)
H (1.214541, -3.734417, -3.884384)
H (4.864578, -0.730704, -4.680889)
H (3.673632, -4.384240, -2.592531)
H (1.449731, -1.349942, -6.070262)
H (-4.789500, 4.369889, -2.867786)
H (-2.612701, 5.323926, 3.039126)
H (-3.694506, -5.017902, 1.179306)
H (0.263673, 4.181875, 5.079097)
H (4.080431, 1.438432, 2.494395)
H (1.093336, -4.107675, 2.194585)
H (2.071502, 3.039869, 1.789849)
H (5.920378, 0.056961, 2.148469)
H (1.851509, 0.055989, 0.765063)
H (-1.831645, 1.089494, 2.507441)
H (-6.415037, -5.634794, 0.462959)
H (1.256808, -1.572621, -1.067719)
H (-1.494586, 3.451379, 6.829639)
H (-5.914312, -1.910747, 4.736487)
H (3.541177, 4.058420, -0.902529)
H (4.616153, -0.329133, 1.064679)
H (-1.044597, 1.217657, 6.609179)
H (-5.725251, 0.446991, 2.030970)
H (-1.257424, -0.971445, 0.378277)
H (0.948287, 2.873620, -4.667048)
H (1.374479, -0.552423, 4.590108)
H (2.460920, -3.847128, 0.981512)
H (2.198550, 4.647500, 2.573693)
H (1.046716, -1.275623, 1.569671)
H (-3.496716, 3.329681, 5.377942)
H (-2.995591, -1.537419, 2.537321)
H (-1.637001, 1.055300, 5.175704)
H (0.997694, -3.663630, -1.614637)
H (-4.103537, 5.461310, 3.959807)
H (5.414283, -2.418780, 2.273924)
H (-3.958329, -0.361268, 4.378454)
H (1.565557, 0.003129, 2.558670)
H (3.409088, -1.043966, -7.315106)
H (-0.482303, 0.677827, 3.351163)
H (-4.354371, 2.841910, -1.248156)
H (-4.179930, 3.122940, 2.003808)
H (-0.264042, -0.013003, -5.123953)
H (-0.826002, -1.510558, 4.507689)
H (2.530825, -2.300866, -0.352597)
H (3.745096, -2.069362, 2.487886)
H (1.024435, 1.583861, -1.177657)
H (2.369835, -2.790572, 4.815754)
H (-6.735572, -0.921540, 3.620309)
H (-4.111182, -6.842840, -1.137833)
H (-4.500236, -8.465907, 0.447063)
H (-2.872132, 6.781346, 4.033929)
H (0.149276, 1.632667, 1.155626)
H (5.022372, 3.301413, -0.392340)
H (-4.271517, -4.448723, -0.357118)
H (-1.739568, -0.812330, -4.791845)
H (0.884879, -3.302137, 5.775727)
H (4.531311, 0.577708, -5.834273)
H (-1.629132, -3.478997, 0.193002)
H (0.989601, 0.844619, -6.596733)
H (2.550925, -1.051891, 6.827654)
H (3.842915, -2.372225, -6.211774)
H (0.242127, 2.581724, 4.459948)
H (-0.287075, 4.090774, 0.195216)
H (-1.120550, -2.495120, -6.731236)
H (3.693647, 4.536936, -3.035501)
H (2.758832, 2.492880, -7.068655)
H (0.054695, -4.844200, 3.446410)
H (-5.609140, 1.141326, -3.340451)
H (0.393240, 4.376585, -6.674187)
H (-3.017114, 2.472521, 0.931002)
H (-5.271971, 1.439549, 3.538924)
H (4.655903, 4.038937, 3.055908)
H (4.050503, -4.604031, 1.321633)
H (-4.602748, -1.750051, 1.735298)
H (1.476013, 0.281326, 6.817390)
H (-6.154181, -5.805141, -1.316565)
H (-0.200432, -2.426103, -5.162765)
H (1.160027, -1.982726, -3.666989)
H (2.874748, -0.252652, -3.946124)
H (2.518007, 3.175991, -2.727307)
H (-1.035495, -4.058997, -1.333886)
H (-6.484824, -7.206237, -0.369480)
H (-3.065170, 4.329895, -3.305093)
H (-2.556730, -3.508112, -1.404596)
H (-0.597930, 1.748615, -1.659297)
H (0.666919, 2.832775, 6.180271)
H (0.526140, 0.806689, -2.721941)
H (2.321081, 1.707752, -4.799896)
H (-0.151573, 5.790880, 0.719033)
H (-2.380143, 3.321861, 3.942874)
H (2.829894, -5.518711, 0.479208)
H (-4.728276, 2.098581, 0.706510)
H (2.495729, -5.307413, -1.701937)
H (-3.484773, 1.790069, -3.741873)
H (5.911493, -2.163700, -6.691120)
H (0.912870, 1.686451, -8.037557)
H (2.042619, 4.847834, -3.291964)
H (-0.959677, -1.490967, 6.151418)
H (2.693975, -2.948132, -3.967937)
H (2.133395, 4.816761, -6.882854)
H (-3.266017, -7.627872, 1.078407)
H (4.755565, -0.729264, 4.377536)

Atoms 1-3, force components in eV/Å:
-0.1 0.5 0.1
0.4 -0.5 -0.4
0.3 0.2 -0.2